Entry 1:
2 unconnected molecules or ions with the total composition C4H14N2OS in a non-equilibrium geometry. Source: the OMol25 dataset; level of theory: ωB97M-V/def2-TZVPD.

Computed properties:
**Kohn-Sham gap**: 9.209 eV
**Total charge**: 0
**HOMO energy**: -8.59 eV

Last column: natural (NBO) charge in e.
Geometry (Å):
N -3.00 1.40 -0.72  -0.83
C -1.82 0.59 -0.39  -0.24
C -1.57 0.40 1.10  -0.06
O -0.59 -0.54 1.41  -0.82
H -2.97 2.29 -0.24  0.35
H -3.84 0.93 -0.41  0.35
H -0.95 1.03 -0.89  0.17
H -1.97 -0.39 -0.85  0.18
H -2.51 0.11 1.59  0.16
H -1.33 1.39 1.53  0.12
H 0.46 -0.16 1.37  0.47
N 1.80 0.13 1.19  -0.81
C 2.16 -0.11 -0.23  -0.22
C 1.58 -1.44 -0.71  -0.55
S 1.99 -1.92 -2.41  -0.03
H 1.86 1.10 1.49  0.39
H 2.33 -0.45 1.84  0.39
H 1.75 0.74 -0.77  0.20
H 3.25 -0.13 -0.30  0.19
H 0.50 -1.39 -0.59  0.26
H 1.95 -2.23 -0.05  0.22
H 0.92 -1.33 -2.96  0.13

Entry 2:
2 unconnected molecules or ions with the total composition C4H14N2OS in a non-equilibrium geometry. Source: the OMol25 dataset; level of theory: ωB97M-V/def2-TZVPD.

Computed properties:
**Kohn-Sham gap**: 9.543 eV
**Total charge**: 0
**HOMO energy**: -8.75 eV

Last column: natural (NBO) charge in e.
Geometry (Å):
C -0.95 1.99 -1.70  -0.42
N 0.04 1.65 -0.68  -0.66
C -0.36 0.73 0.32  -0.20
C 0.42 -0.66 0.27  -0.07
N -0.05 -1.34 1.50  -0.88
C -0.07 -1.50 -0.93  -0.52
S 0.94 -2.92 -1.56  -0.06
H -0.41 2.14 -2.67  0.19
H -1.54 2.88 -1.62  0.18
H -1.59 1.18 -1.99  0.20
H 0.63 2.42 -0.43  0.38
H 0.05 1.20 1.22  0.19
H -1.39 0.41 0.31  0.19
H 1.48 -0.42 0.25  0.21
H 0.33 -2.26 1.65  0.38
H -1.05 -1.36 1.61  0.37
H -1.05 -1.96 -0.74  0.22
H -0.18 -0.71 -1.69  0.22
H 1.77 -2.31 -2.37  0.12
O 1.15 0.31 3.49  -0.96
H 1.05 -0.45 2.82  0.49
H 0.77 1.00 2.94  0.44

Entry 3:
2 unconnected molecules or ions with the total composition C4H14N2OS in a non-equilibrium geometry. Source: the OMol25 dataset; level of theory: ωB97M-V/def2-TZVPD.

Computed properties:
**Kohn-Sham gap**: 9.691 eV
**Total charge**: 0
**HOMO energy**: -8.92 eV

Last column: natural (NBO) charge in e.
Geometry (Å):
N 2.69 0.53 -0.38  -0.84
C 1.46 1.32 -0.37  -0.23
C 0.51 0.96 0.75  -0.25
N 0.02 -0.42 0.63  -0.68
C -1.23 -0.66 1.33  -0.23
C -2.40 -0.61 0.33  -0.51
S -2.56 0.93 -0.63  -0.06
H 2.59 -0.35 -0.84  0.35
H 3.04 0.39 0.57  0.35
H 0.97 1.25 -1.32  0.20
H 1.76 2.36 -0.25  0.19
H -0.39 1.59 0.69  0.22
H 0.99 1.12 1.72  0.16
H 0.74 -1.07 0.87  0.37
H -1.31 0.00 2.20  0.19
H -1.22 -1.73 1.59  0.20
H -2.22 -1.44 -0.37  0.22
H -3.37 -0.78 0.81  0.22
H -1.63 0.61 -1.54  0.14
O 0.25 -1.38 -2.16  -0.98
H 0.15 -1.24 -1.20  0.49
H 1.17 -1.37 -2.42  0.46

Entry 4:
2 unconnected molecules or ions with the total composition C4H14N2OSi in a non-equilibrium geometry. Source: the OMol25 dataset; level of theory: ωB97M-V/def2-TZVPD.

Computed properties:
**Kohn-Sham gap**: 8.885 eV
**Total charge**: 0
**HOMO energy**: -8.75 eV

Last column: natural (NBO) charge in e.
Geometry (Å):
C 2.72 -3.18 -1.29  -0.63
C 1.67 -2.09 -1.36  -0.05
O 1.95 -1.07 -0.47  -0.91
Si 1.18 0.26 -0.01  1.76
N 0.15 1.00 -1.03  -1.08
C -0.55 2.21 -0.96  -0.42
H 3.72 -2.74 -1.44  0.21
H 2.56 -3.62 -0.23  0.21
H 2.53 -4.03 -2.00  0.22
H 0.68 -2.69 -1.04  0.16
H 1.57 -1.64 -2.42  0.18
H 1.25 0.19 1.46  -0.21
H -1.36 2.06 -1.64  0.19
H -0.88 2.70 -0.12  0.17
H 0.14 2.84 -1.50  0.19
C -2.89 1.27 1.61  -0.42
N -1.96 1.50 2.78  -0.84
H -3.99 1.36 1.92  0.20
H -2.64 1.75 0.70  0.18
H -2.66 0.24 1.39  0.19
H -1.01 1.36 2.43  0.36
H -2.19 2.30 3.21  0.35

Entry 5:
2 unconnected molecules or ions with the total composition C4H14N2Si in a non-equilibrium geometry. Source: the OMol25 dataset; level of theory: ωB97M-V/def2-TZVPD.

Computed properties:
**Kohn-Sham gap (spin up / spin down)**: 6.177 / 7.228 eV
**Total charge**: 0
**2S+1**: 3
**Expectation value of S²**: 2.01
**HOMO energy (spin up / spin down)**: -5.38 / -8.83 eV

Last column: Mulliken spin population.
Geometry (Å):
C 1.99 -2.82 0.53  0.00
C -1.46 0.98 -1.69  0.03
C -2.90 2.02 0.08  0.06
C 1.23 0.71 0.72  0.81
N 3.18 -2.14 -0.02  0.01
N -1.83 1.05 -0.32  0.07
Si -0.57 0.79 0.92  0.91
H 1.42 -2.40 1.35  0.00
H 1.34 -2.90 -0.38  0.00
H 2.27 -3.73 0.87  0.00
H -1.05 0.06 -1.98  0.00
H -2.28 1.09 -2.31  0.01
H -0.73 1.76 -2.04  -0.01
H -3.77 1.94 -0.58  0.01
H -3.17 1.78 1.07  -0.03
H -2.54 3.07 -0.13  -0.02
H 1.85 0.03 1.15  0.14
H 3.67 -1.79 0.82  0.00
H 1.71 1.38 0.08  0.02
H 2.86 -1.28 -0.36  -0.01
H -1.23 0.37 2.21  0.01

Entry 6:
2 unconnected molecules or ions with the total composition C4H14N3 in a non-equilibrium geometry. Source: the OMol25 dataset; level of theory: ωB97M-V/def2-TZVPD.

Computed properties:
**Kohn-Sham gap**: 11.421 eV
**Total charge**: +1
**HOMO energy**: -14.46 eV

Last column: natural (NBO) charge in e.
Geometry (Å):
C -1.18 1.18 -1.00  -0.43
C -1.63 0.07 1.08  0.68
N -1.89 0.17 -0.22  -0.54
N -1.04 1.04 1.75  -0.76
N -2.05 -1.04 1.73  -0.77
H -2.49 -0.50 -0.66  0.43
H -0.73 1.92 1.35  0.43
H -1.11 1.06 2.75  0.43
H -2.02 -1.22 2.71  0.43
H -1.93 -1.85 1.16  0.42
H -1.39 1.13 -2.06  0.26
H -0.10 1.05 -0.85  0.22
H -1.35 2.14 -0.52  0.20
C 2.57 -0.50 -1.62  -0.61
C 2.19 -0.73 -0.14  -0.62
H 3.04 0.46 -1.76  0.21
H 3.05 -1.41 -1.95  0.22
H 1.68 -0.46 -2.26  0.19
H 1.82 0.21 0.26  0.18
H 3.07 -1.13 0.36  0.22
H 1.50 -1.58 -0.11  0.19

Entry 7:
A gas-phase ion, C4H14N3 (charge +1) in a non-equilibrium geometry. Source: the OMol25 dataset; level of theory: ωB97M-V/def2-TZVPD.

Computed properties:
**Kohn-Sham gap**: 10.649 eV
**Total charge**: +1
**HOMO energy**: -13.54 eV

Last column: natural (NBO) charge in e.
Geometry (Å):
N -1.66 -0.81 1.70  -0.87
C -1.83 0.58 1.24  -0.24
C -0.74 0.89 0.21  -0.24
N -0.71 -0.29 -0.75  -0.51
C 0.65 -0.91 -0.94  -0.22
C 1.67 0.13 -1.38  -0.24
N 2.51 0.54 -0.26  -0.83
H -2.52 -1.16 2.09  0.39
H -0.98 -0.84 2.45  0.38
H -2.80 0.62 0.73  0.20
H -1.78 1.31 2.04  0.22
H -1.07 1.76 -0.34  0.23
H 0.24 0.98 0.67  0.25
H -1.34 -0.99 -0.33  0.46
H -1.11 0.01 -1.63  0.43
H 0.55 -1.67 -1.70  0.23
H 0.89 -1.35 0.02  0.23
H 2.24 -0.31 -2.20  0.20
H 1.15 1.01 -1.77  0.20
H 3.32 1.04 -0.60  0.38
H 2.93 -0.28 0.18  0.36

Entry 8:
2 unconnected molecules or ions with the total composition C4H14N3 in a non-equilibrium geometry. Source: the OMol25 dataset; level of theory: ωB97M-V/def2-TZVPD.

Computed properties:
**Kohn-Sham gap**: 11.244 eV
**Total charge**: +1
**HOMO energy**: -14.13 eV

Last column: natural (NBO) charge in e.
Geometry (Å):
C 0.95 -0.79 -1.83  -0.67
C -1.74 -0.79 0.92  -0.43
C -0.74 2.00 0.09  -0.43
C 0.04 -0.20 -0.75  0.64
N 1.46 -0.60 1.16  -1.12
N -0.91 -0.94 -0.26  -0.55
N 0.10 1.14 -0.73  -0.56
H 0.95 -1.88 -1.68  0.23
H 1.93 -0.29 -1.84  0.25
H 0.38 -0.69 -2.87  0.28
H -1.58 -1.59 1.65  0.22
H -1.52 0.07 1.48  0.23
H -2.76 -0.94 0.72  0.23
H -0.93 2.94 -0.52  0.23
H -1.76 1.55 0.28  0.22
H -0.34 2.27 1.00  0.21
H 1.25 -1.56 1.58  0.39
H 2.29 -0.82 0.49  0.38
H -0.78 -1.98 -0.50  0.42
H 1.78 0.14 1.87  0.40
H 0.83 1.72 -1.13  0.43

Entry 9:
2 unconnected molecules or ions with the total composition C4H14N3. Source: the OMol25 dataset; level of theory: ωB97M-V/def2-TZVPD.

Computed properties:
**Kohn-Sham gap**: 9.042 eV
**Total charge**: +1
**HOMO energy**: -12.98 eV

Last column: natural (NBO) charge in e.
Geometry (Å):
N 0.63 1.35 -0.51  -0.82
C -0.82 1.21 -0.28  -0.23
C -1.12 1.04 1.20  -0.23
N -2.58 0.94 1.37  -0.81
H 1.08 1.99 0.14  0.40
H 0.79 1.81 -1.41  0.40
H -1.15 0.32 -0.81  0.20
H -1.35 2.07 -0.68  0.21
H -0.69 0.09 1.55  0.18
H -0.65 1.82 1.80  0.18
H -2.79 0.85 2.36  0.37
H -2.99 1.84 1.14  0.36
C 0.29 -2.15 -0.75  -0.44
C 2.58 -1.52 -0.56  0.09
N 1.36 -1.17 -0.55  -0.41
H -0.21 -1.93 -1.69  0.24
H -0.43 -2.09 0.07  0.24
H 0.70 -3.15 -0.79  0.22
H 2.89 -2.55 -0.62  0.21
H 3.32 -0.73 -0.46  0.21
H 1.12 -0.05 -0.53  0.44

Entry 10:
2 unconnected molecules or ions with the total composition C4H14N3 in a non-equilibrium geometry. Source: the OMol25 dataset; level of theory: ωB97M-V/def2-TZVPD.

Computed properties:
**Kohn-Sham gap**: 11.288 eV
**Total charge**: +1
**HOMO energy**: -14.46 eV

Last column: natural (NBO) charge in e.
Geometry (Å):
C 0.36 -1.78 -1.90  -0.61
C 0.66 -0.63 -2.80  -0.60
H 0.64 -1.56 -0.85  0.19
H -0.71 -1.87 -1.79  0.20
H 0.80 -2.68 -2.37  0.23
H 0.37 0.27 -2.22  0.16
H 0.16 -0.67 -3.75  0.23
H 1.69 -0.55 -3.20  0.22
C -1.94 0.86 2.03  -0.43
C 0.28 0.60 1.17  0.68
N -1.08 0.55 0.92  -0.56
N 0.69 0.64 2.41  -0.75
N 1.20 0.63 0.08  -0.81
H -1.45 0.16 0.02  0.45
H -0.01 0.57 3.15  0.44
H 1.68 1.00 2.58  0.45
H 1.02 1.28 -0.66  0.44
H 2.08 0.23 0.33  0.42
H -1.71 1.88 2.44  0.22
H -1.87 0.12 2.79  0.20
H -2.87 0.95 1.63  0.24

Relative energy (zero: lowest compared OMol25 entry of this formula, charge and spin) values, unit eV, following the record order: 0.817 1.299 0.344 3.525 2.223 0.618 0.944 1.653 1.505 1.192.
E values, unit Ha, following the record order: -743.70382 -743.68610 -743.72120 -634.96198 -559.60401 -324.84215 -324.83017 -324.80410 -324.80954 -324.82103.